Entry 1:
76
Properties=species:S:1:pos:R:3:forces:R:3 method="wB97M-V/def2-TZVPD" homo_energy_ev=-7.64 multiplicity=1 orbital_gap_ev=7.7 lumo_ev=0.041 relative_energy_kj_mol=82.9 smiles="COc1cc2cc(CN(CCc3cccc(C)c3)C(=S)NCCCN3CCOCC3)c(=O)[nH]c2cc1OC"
C -1.7924 5.7774 -1.9477 -0.1763 -0.0033 -0.0881
O -0.5553 5.7257 -1.2794 0.2843 -0.0272 0.1602
C -0.2312 4.5897 -0.6130 -0.0323 0.0055 -0.0333
C -1.0149 3.4662 -0.5179 0.1765 0.2809 -0.0395
C -0.5774 2.3354 0.1944 0.5562 0.1224 0.2100
C -1.3607 1.1574 0.3323 0.2409 -0.3607 0.3079
C -0.9169 0.0770 1.0211 -0.2229 0.1346 -0.0700
C -1.7376 -1.1831 1.1633 0.2047 0.1131 0.1187
N -1.8633 -1.8770 -0.1069 0.2161 -0.0700 0.1293
C -3.1607 -1.8998 -0.7488 -0.3525 -0.2052 -0.3806
C -3.9114 -3.2156 -0.4683 0.0827 0.2304 0.0266
C -3.9458 -3.4894 1.0059 -0.1299 -0.0791 -0.0942
C -4.9600 -2.9808 1.8072 0.0036 -0.0110 -0.0202
C -4.9307 -3.1787 3.1761 -0.0647 0.0897 0.0707
C -3.8851 -3.8733 3.7581 0.0232 -0.0057 0.0217
C -2.8617 -4.3915 2.9749 -0.0220 -0.0039 0.0143
C -1.7076 -5.1189 3.5950 0.0316 0.0491 0.0074
C -2.9103 -4.1966 1.6015 -0.1139 -0.0046 0.0746
C -0.8284 -2.5527 -0.6683 -0.0744 -0.1134 0.0323
S -0.9715 -3.1929 -2.1995 -0.0331 -0.3454 -0.8639
N 0.2965 -2.7181 0.0524 -0.2817 0.3937 0.3279
C 1.5408 -3.1788 -0.5087 0.5294 -0.1868 -0.1435
C 2.5567 -2.0398 -0.6347 -0.3068 0.0079 -0.1672
C 2.0794 -0.9838 -1.6292 0.0882 -0.0749 0.2207
N 2.8853 0.2276 -1.5918 0.0118 0.0385 -0.0748
C 4.2277 0.0170 -2.1139 0.1421 0.3070 0.1355
C 5.0260 1.3148 -2.0040 0.0988 -0.3558 0.0284
O 4.4100 2.3677 -2.7070 0.1106 0.0357 -0.1881
C 3.1004 2.5657 -2.2338 -0.4066 -0.0630 0.0233
C 2.2559 1.2984 -2.3498 0.2083 0.2827 0.0670
C 0.4097 0.0848 1.6147 0.0202 0.2756 -0.0376
O 0.9146 -0.8709 2.1976 0.1584 -0.2625 0.2357
N 1.1106 1.2548 1.4818 0.2823 -0.1125 0.2197
C 0.6832 2.3651 0.8103 -0.7044 0.2841 -0.4536
C 1.4785 3.5120 0.7321 0.0682 0.2722 -0.0039
C 1.0434 4.6166 0.0296 -0.1256 -0.0897 -0.0063
O 1.7311 5.7668 -0.1208 -0.3737 -0.1618 -0.1325
C 3.0185 5.8688 0.4403 0.2765 0.0037 0.1284
H -1.8623 5.0086 -2.7238 0.0015 0.0061 0.0311
H -2.6302 5.6693 -1.2511 0.0273 -0.0145 -0.0172
H -1.8339 6.7617 -2.4105 -0.0459 -0.0821 0.0126
H -1.9832 3.4223 -0.9892 -0.1145 0.0620 -0.0837
H -2.3382 1.1384 -0.1290 -0.1559 -0.0378 -0.0577
H -2.7434 -0.9332 1.5050 0.1138 -0.0995 0.0033
H -1.2877 -1.8285 1.9246 -0.1311 0.0747 -0.0488
H -3.0199 -1.7938 -1.8280 -0.0826 0.0845 0.1891
H -3.7417 -1.0528 -0.3800 0.0334 0.0044 0.0547
H -3.3904 -4.0201 -0.9880 -0.0485 0.0436 -0.0456
H -4.9200 -3.1311 -0.8749 -0.0420 -0.0388 -0.0314
H -5.7763 -2.4334 1.3566 -0.0933 0.0461 -0.0612
H -5.7261 -2.7871 3.7942 -0.0644 0.0236 0.0506
H -3.8653 -4.0185 4.8289 0.0041 -0.0341 0.1074
H -0.8905 -4.4222 3.7882 0.0913 -0.0223 0.0409
H -1.3355 -5.8931 2.9278 0.0596 -0.0699 0.0017
H -1.9945 -5.5729 4.5407 0.0324 -0.0554 0.0618
H -2.1227 -4.6008 0.9808 0.1170 -0.0636 -0.1123
H 0.4048 -2.2505 0.9459 -0.1136 0.0446 0.0926
H 1.3287 -3.6112 -1.4896 0.0593 -0.0207 0.2366
H 1.9474 -3.9575 0.1445 -0.0281 0.0134 -0.0959
H 3.5067 -2.4680 -0.9545 0.0724 -0.0382 0.0399
H 2.6981 -1.5732 0.3421 0.0986 0.0445 0.0362
H 2.0489 -1.4195 -2.6424 -0.0712 0.0490 0.0087
H 1.0582 -0.6909 -1.3668 -0.0165 -0.0477 -0.0926
H 4.7256 -0.7536 -1.5253 0.0536 -0.0178 -0.0518
H 4.1997 -0.3031 -3.1706 0.0060 -0.0327 0.0330
H 6.0191 1.1945 -2.4400 -0.0296 -0.0299 0.0837
H 5.1238 1.5858 -0.9409 0.0254 -0.0400 -0.0623
H 2.6716 3.3727 -2.8303 -0.0325 -0.0068 0.0711
H 3.1313 2.8702 -1.1767 -0.0078 -0.0018 -0.1175
H 1.2616 1.4894 -1.9383 -0.0313 0.0075 -0.0347
H 2.1515 1.0293 -3.4156 -0.0422 0.0136 0.0283
H 2.0414 1.2569 1.8823 -0.1393 -0.1204 -0.0669
H 2.4352 3.5125 1.2302 0.1395 0.0614 0.0114
H 3.3702 6.8664 0.1841 0.0122 -0.0838 0.0427
H 2.9919 5.7636 1.5296 -0.0128 -0.0122 -0.0435
H 3.7005 5.1260 0.0150 -0.0382 0.0003 0.0225

Entry 2:
77
Properties=species:S:1:pos:R:3:forces:R:3 method="wB97M-V/def2-TZVPD" homo_energy_ev=-8.05 multiplicity=1 orbital_gap_ev=8.6 lumo_ev=0.508 relative_energy_kj_mol=22.0 smiles="CSc1cccc(NC(=O)[C@@H]2[C@H]3C(=O)N(CCN4CCOCC4)[C@H](C(=O)NC4CCCCC4)[C@]34C=C[C@H]2O4)c1"
C -6.8508 -1.7734 -0.3024 -0.2022 0.5525 0.0140
S -8.0280 -0.3921 -0.3102 -0.0171 -0.1833 -0.0067
C -7.0032 1.0418 -0.2527 -0.0464 -0.1081 -0.0047
C -7.6519 2.2740 -0.2913 -0.0371 -0.1414 0.0010
C -6.9117 3.4380 -0.2513 0.0491 -0.0325 0.0037
C -5.5309 3.3901 -0.1725 0.0952 -0.0644 0.0057
C -4.8836 2.1586 -0.1317 -0.3239 0.0063 0.0003
N -3.4835 2.1577 -0.0471 -0.0989 0.4977 0.0205
C -2.6303 1.1050 0.0373 0.4822 0.1524 -0.1492
O -2.9566 -0.0621 0.0392 -0.1524 -0.1644 -0.0207
C -1.1821 1.5502 0.1830 0.1663 -0.1146 0.0120
C -0.1887 0.4004 0.0245 0.0702 0.1733 -0.0142
C 0.9601 0.5871 -0.9566 -0.5460 0.0332 0.0889
O 0.8775 0.9047 -2.1195 -0.0815 0.1228 -0.3157
N 2.1071 0.2716 -0.3012 0.2992 0.0191 0.2670
C 3.4103 0.3415 -0.9143 0.4173 0.1219 -0.0522
C 4.2363 1.5584 -0.4575 -0.3374 -0.3491 -0.2184
N 3.6847 2.7759 -1.0170 0.0110 0.0316 -0.0451
C 4.6355 3.6713 -1.6492 0.2046 0.2310 0.2216
C 5.4133 4.5078 -0.6244 0.0199 -0.1614 -0.3277
O 4.5327 5.2459 0.1958 -0.0331 0.1031 -0.0372
C 3.6266 4.3913 0.8637 -0.2833 -0.2116 -0.0545
C 2.8240 3.5375 -0.1271 0.1201 0.2247 0.2570
C 1.9390 -0.1075 1.0874 -0.0772 0.0559 0.2603
C 1.9931 -1.6291 1.3295 0.1181 0.4851 -0.3104
O 2.2808 -2.0826 2.4154 0.0414 -0.0509 0.5012
N 1.6647 -2.3675 0.2585 -0.1364 -0.1979 -0.3504
C 1.5571 -3.8132 0.2810 -0.0539 -0.0367 -0.1314
C 2.5113 -4.4378 -0.7371 0.0663 -0.1506 0.3742
C 2.3917 -5.9589 -0.7081 -0.0969 0.0901 -0.3235
C 0.9558 -6.3887 -0.9924 0.0794 -0.1341 0.2964
C 0.0023 -5.7614 0.0198 -0.0891 0.0896 -0.3249
C 0.1173 -4.2402 -0.0091 0.1393 -0.1738 0.3526
C 0.5484 0.4185 1.3955 -0.1746 -0.3967 -0.1916
C -0.4232 -0.1223 2.4127 0.1438 0.2835 0.1191
C -1.3188 0.8463 2.5607 0.2632 0.0557 0.1707
C -0.8511 1.9765 1.6641 -0.4951 0.0583 -0.0092
O 0.5504 1.8169 1.6906 0.4337 0.0455 -0.2003
C -5.6204 0.9811 -0.1713 0.0495 -0.1482 -0.0037
H -6.2787 -1.7716 0.6205 0.0962 -0.0942 0.0174
H -6.1987 -1.7097 -1.1682 0.0976 -0.0939 -0.0186
H -7.4570 -2.6723 -0.3602 -0.0208 -0.0492 -0.0023
H -8.7284 2.3027 -0.3538 -0.1431 0.0675 -0.0126
H -7.4128 4.3935 -0.2826 -0.0375 0.0891 -0.0036
H -4.9549 4.3039 -0.1433 0.0654 0.1084 0.0037
H -3.0717 3.0810 -0.0481 0.0564 -0.2161 -0.0252
H -0.9486 2.3713 -0.4979 -0.0439 -0.0211 -0.0061
H -0.7172 -0.5362 -0.1730 0.1120 0.0580 -0.0054
H 3.9575 -0.5797 -0.6868 -0.0222 -0.0492 -0.0460
H 3.2425 0.4212 -1.9907 0.0926 -0.0736 0.0907
H 4.2775 1.5772 0.6394 0.1304 0.0170 0.0007
H 5.2552 1.4127 -0.8248 0.0072 0.0083 0.0898
H 5.3224 3.0962 -2.2719 0.0074 0.0318 -0.0522
H 4.0645 4.3475 -2.2928 0.1039 0.0212 -0.0479
H 6.0520 5.2410 -1.1198 0.0466 -0.0886 0.0108
H 6.0393 3.8486 -0.0002 -0.0082 0.0552 -0.0442
H 2.9654 5.0399 1.4399 0.0036 -0.0829 0.0444
H 4.1800 3.7412 1.5607 -0.0414 0.0495 -0.0117
H 2.1602 2.8677 0.4178 -0.0304 0.0641 -0.0348
H 2.2183 4.1988 -0.7544 -0.0832 0.0216 0.0891
H 2.6808 0.3708 1.7335 -0.0448 -0.1341 -0.0274
H 1.4429 -1.9080 -0.6120 0.0979 0.0848 0.0946
H 1.8399 -4.1211 1.2928 -0.0348 0.0028 -0.1165
H 3.5360 -4.1366 -0.5107 0.0020 0.0872 -0.0382
H 2.2612 -4.0694 -1.7356 0.0084 0.0647 -0.0835
H 3.0657 -6.3946 -1.4479 0.0595 -0.0414 0.0660
H 2.6918 -6.3246 0.2760 0.0669 -0.0575 0.0463
H 0.8794 -7.4765 -0.9491 -0.0290 -0.0251 -0.0872
H 0.6748 -6.0734 -1.9998 -0.0286 -0.0244 -0.0854
H -1.0250 -6.0560 -0.2018 -0.0210 -0.0368 0.0891
H 0.2468 -6.1224 1.0210 -0.0383 -0.0488 0.0783
H -0.5524 -3.7964 0.7300 -0.0166 0.0884 -0.0290
H -0.1747 -3.8696 -0.9952 -0.0436 0.0733 -0.0679
H -0.3813 -1.1054 2.8342 -0.1051 -0.3051 0.1218
H -2.2190 0.8660 3.1410 -0.2560 -0.1306 0.1321
H -1.1426 2.9870 1.9372 0.0147 0.0017 -0.0025
H -5.0966 0.0434 -0.1385 -0.0071 -0.0357 -0.0011

Entry 3:
75
Properties=species:S:1:pos:R:3:forces:R:3 method="wB97M-V/def2-TZVPD" s_squared=2.018 homo_energy_ev="-6.88 / -8.12" multiplicity=3 orbital_gap_ev="6.3 / 5.8" lumo_ev="-0.566 / -2.305" relative_energy_kj_mol=0.0
Pd -0.6929 -3.0072 2.5722 -0.9392 -0.4870 -1.8641
C -0.9231 2.6951 4.0525 -1.0834 0.2392 -0.3195
C -1.2975 2.0085 2.9723 0.1187 -0.9040 0.2455
C -0.5087 1.7152 1.7134 -0.4058 0.3205 -0.6578
C 0.7102 0.8011 1.7580 0.0566 -0.3695 0.2273
C 1.9174 1.2681 2.5130 0.5609 0.3462 0.7043
C 2.1505 2.4171 3.1872 0.1125 -1.4879 -0.3734
C 1.3050 3.6433 3.1804 -0.0869 0.5199 0.6396
C 0.1748 3.6806 4.2524 1.0340 -0.3293 -0.5832
C 0.7294 -2.7436 4.3052 4.0860 -1.7730 1.4264
H -1.5889 2.6378 4.9101 -0.1888 0.0788 -0.0764
H -2.2695 1.4677 2.9822 0.7987 0.3299 0.4390
H -0.2794 2.6536 1.2131 0.0211 -0.0610 -0.3132
H -1.1917 1.1676 1.0641 -0.0023 0.2172 -0.0892
H 0.3411 -0.1518 2.2187 0.7510 0.8488 -0.4859
H 1.0413 0.5282 0.7303 -0.3192 0.3939 0.3300
H 2.7131 0.5098 2.5134 -0.2053 0.2377 0.3425
H 3.0474 2.4824 3.8296 -0.3360 -0.1573 -0.6072
H 0.9156 3.8408 2.1784 -0.0427 0.0551 0.3030
H 1.9971 4.4607 3.4196 -0.2576 0.0994 -0.1516
H 0.5924 3.4804 5.2519 0.1083 0.3334 -0.2301
H -0.2187 4.7085 4.2343 -0.1518 -0.3037 0.2622
H 1.5387 -2.0307 4.1419 0.2691 -0.1253 0.1699
H 1.0718 -3.6336 3.7000 -0.8657 0.5601 -0.1966
H 0.8217 -3.2131 5.3268 -0.0893 0.6046 -0.8782
P 1.4791 -1.1847 -1.2908 2.6180 0.9643 -3.5367
P -2.1291 -0.5560 -1.1602 -1.0810 2.4767 -3.1602
N 2.8557 -0.0507 -1.6601 -0.1118 0.3750 1.1623
N 2.2040 -2.3537 -2.4348 -0.6302 -1.1729 0.1704
N -2.2759 1.1890 -1.7186 0.7442 0.3372 0.8688
N -3.6239 -0.9364 -2.0096 -1.0239 -1.3489 -0.1697
C 0.3580 -0.3742 -2.5522 0.0737 -0.1182 0.6548
C -1.0121 -1.0576 -2.5810 -0.0177 0.0829 0.5486
C 3.8826 0.2007 -0.7469 0.1129 0.5674 -1.0040
C 4.8442 0.9925 -1.3680 -0.7578 -0.6577 0.2064
C 4.4047 1.2330 -2.7027 -1.0864 -0.7407 0.3722
C 3.1876 0.5833 -2.8548 0.4850 0.4050 0.6132
C 2.4360 -3.6771 -2.0562 0.2522 0.1868 -1.1577
C 2.9312 -4.3686 -3.1513 -0.4009 0.5701 0.3178
C 2.9639 -3.4681 -4.2651 -0.3363 0.8612 1.0734
C 2.5403 -2.2343 -3.7897 -0.2408 -0.9233 0.1984
C -2.5526 2.2226 -0.8184 0.1337 0.5105 -1.0665
C -2.4400 3.4464 -1.4687 -0.0007 -0.9926 0.2088
C -2.0377 3.1799 -2.8123 -0.0003 -1.2978 -0.2008
C -1.9643 1.7901 -2.9547 0.1041 0.7799 0.8800
C -4.2898 -0.3240 -3.0930 -0.2841 -0.9500 0.4281
C -5.3040 -1.1625 -3.5366 1.1193 0.1005 0.8222
C -5.2439 -2.3528 -2.7339 0.4997 0.2918 0.3469
C -4.2154 -2.1975 -1.8182 -0.4697 0.9552 -0.9192
H 0.7802 -0.4187 -3.5711 -0.0497 -0.0299 0.7041
H 0.3138 0.6942 -2.2604 -0.2334 -0.4817 -0.1743
H -1.4765 -0.8162 -3.5464 -0.2613 -0.3609 0.4613
H -0.9593 -2.1570 -2.4604 0.2036 0.3300 -0.3953
H 3.8072 -0.1783 0.2623 0.1031 0.0281 -0.1023
H 5.7632 1.3447 -0.9319 -0.0267 0.0033 0.1162
H 4.8866 1.8145 -3.4686 0.0909 0.0289 0.0010
H 2.5298 0.5597 -3.7086 0.1773 0.1391 0.1707
H 2.1836 -3.9938 -1.0554 0.1913 -0.0471 -0.0458
H 3.2432 -5.3956 -3.1760 -0.0687 -0.1745 0.1054
H 3.2397 -3.6844 -5.2902 0.0805 0.0482 0.2642
H 2.4245 -1.3041 -4.3231 0.1086 -0.3136 0.0961
H -2.7760 2.0125 0.2161 -0.1569 0.0124 -0.1840
H -2.6446 4.4167 -1.0388 0.1136 -0.1421 0.0311
H -1.7941 3.9029 -3.6002 -0.2997 -0.4209 0.4553
H -1.7075 1.1918 -3.8202 -0.0426 0.2264 0.2140
H -4.0081 0.6513 -3.4445 -0.0420 0.0175 0.1036
H -5.9927 -0.9434 -4.3464 0.1736 -0.0539 0.2551
H -5.8983 -3.2108 -2.8133 0.1337 0.0954 0.0452
H -3.8300 -2.8424 -1.0475 -0.1268 -0.1328 0.0723
C -1.4231 -2.1889 5.4416 -0.0824 -0.3180 -0.7508
C -0.4746 -1.9243 4.2411 -2.0582 4.3715 2.8055
O -0.3835 -0.6682 3.9278 -0.1217 -3.0620 -0.0085
H -1.9803 -3.0922 5.2186 -0.3539 -0.1766 0.3781
H -2.0857 -1.3389 5.5969 -0.0089 -0.1367 -0.1907
H -0.8331 -2.3566 6.3558 -0.0875 0.1007 -0.3481